147
Properties=species:S:1:pos:R:3 method="wB97M-V/def2-TZVPD" homo_energy_ev=-9.18 e_above_lowest_ev=0.046 energy_ha=-6070.1540 total_charge=0 orbital_gap_ev=9.7
Cd -1.28 -0.32 -0.45
Br 1.09 -0.95 0.28
F -2.62 -1.98 -0.50
C 4.16 0.96 6.35
O 4.87 1.47 5.22
C 4.72 0.64 4.05
C 3.30 0.45 3.62
O 2.63 1.70 3.41
C 1.19 1.50 3.42
H 3.09 0.96 6.18
H 4.25 1.67 7.18
H 4.56 0.03 6.71
H 5.20 -0.37 4.08
H 5.22 1.21 3.24
H 2.78 -0.02 4.48
H 3.22 -0.19 2.76
H 0.93 0.61 2.85
H 0.82 2.31 2.86
H 0.85 1.42 4.46
C 2.66 5.30 0.35
O 2.87 3.90 0.38
C 3.99 3.33 0.93
C 4.20 1.90 0.47
O 4.46 1.81 -0.91
C 4.71 0.47 -1.34
H 1.62 5.42 0.13
H 3.26 5.78 -0.43
H 2.88 5.85 1.25
H 3.88 3.39 2.04
H 4.88 3.86 0.56
H 3.22 1.41 0.64
H 5.01 1.46 1.05
H 5.03 0.56 -2.38
H 3.73 -0.06 -1.20
H 5.46 0.01 -0.72
C 1.41 2.02 -2.90
O 0.73 3.12 -3.45
C -0.05 2.81 -4.55
C -0.91 4.06 -4.92
O -1.81 4.24 -3.91
C -2.67 5.34 -3.94
H 2.00 1.49 -3.69
H 0.78 1.28 -2.36
H 2.13 2.45 -2.20
H -0.84 2.05 -4.35
H 0.45 2.55 -5.54
H -1.40 3.94 -5.93
H -0.29 4.96 -5.01
H -3.16 5.46 -4.95
H -2.11 6.22 -3.65
H -3.40 5.17 -3.13
C -4.43 -3.97 -2.83
O -3.62 -2.84 -2.88
H -4.00 -4.74 -2.19
H -5.44 -3.82 -2.45
H -4.57 -4.33 -3.86
H -3.24 -2.56 -2.02
C -0.25 -5.09 -1.73
O 0.74 -4.17 -2.12
H -0.24 -5.96 -2.42
H -0.06 -5.46 -0.76
H -1.22 -4.65 -1.73
H 0.80 -3.53 -1.39
C -2.74 -4.76 1.03
O -3.71 -3.80 0.74
H -2.27 -4.55 2.04
H -3.15 -5.75 1.10
H -1.91 -4.75 0.26
H -3.34 -3.03 0.27
C 3.83 -2.36 -3.79
O 3.48 -3.32 -2.82
H 4.55 -1.70 -3.29
H 4.34 -2.74 -4.68
H 2.97 -1.69 -3.94
H 2.64 -3.74 -3.08
O 3.22 -4.15 3.70
C 3.77 -3.76 2.71
O 4.90 -3.03 2.78
C 5.51 -2.88 1.49
C 4.37 -3.03 0.52
C 3.41 -3.97 1.24
H 6.28 -3.60 1.32
H 5.95 -1.90 1.60
H 4.74 -3.37 -0.48
H 3.91 -2.05 0.33
H 3.64 -5.04 1.03
H 2.39 -3.78 1.05
O -5.10 2.22 -1.45
C -5.61 1.43 -2.15
O -6.81 1.62 -2.78
C -7.28 0.46 -3.52
C -6.49 -0.69 -2.74
C -5.15 0.03 -2.31
H -7.06 0.58 -4.59
H -8.36 0.42 -3.35
H -6.32 -1.60 -3.32
H -7.05 -0.92 -1.84
H -4.33 -0.04 -3.05
H -4.74 -0.34 -1.35
O -1.00 2.11 -0.92
C -0.98 3.10 -0.20
O -0.73 2.96 1.08
C -0.54 4.28 1.67
C -1.22 5.30 0.70
C -1.19 4.56 -0.64
H 0.54 4.42 1.77
H -1.01 4.28 2.63
H -0.63 6.18 0.65
H -2.25 5.48 1.04
H -0.33 4.89 -1.19
H -2.01 4.59 -1.33
O 0.06 -0.20 6.14
C 0.06 -1.09 5.41
O -0.95 -1.16 4.51
C -0.84 -2.37 3.74
C 0.64 -2.63 3.69
C 1.09 -2.22 5.12
H -1.27 -2.17 2.74
H -1.50 -3.11 4.16
H 1.02 -2.00 2.89
H 0.82 -3.66 3.47
H 2.06 -1.79 5.39
H 0.81 -3.06 5.74
O -1.94 -0.23 -2.66
C -1.41 -0.80 -3.62
O -1.94 -0.75 -4.84
C -1.11 -1.59 -5.70
C 0.28 -1.48 -5.10
C -0.14 -1.57 -3.57
H -1.29 -1.19 -6.72
H -1.47 -2.61 -5.72
H 0.82 -0.56 -5.38
H 0.90 -2.28 -5.55
H 0.57 -1.23 -2.81
H -0.39 -2.61 -3.31
O -2.53 0.33 1.52
C -2.90 0.58 2.65
O -2.36 1.58 3.39
C -2.94 1.62 4.72
C -4.03 0.44 4.82
C -4.06 -0.10 3.41
H -3.46 2.60 4.83
H -2.16 1.47 5.47
H -4.95 0.95 5.14
H -3.87 -0.22 5.65
H -4.99 0.18 2.93
H -3.95 -1.20 3.34


89
Properties=species:S:1:pos:R:3 method="wB97M-V/def2-TZVPD" homo_energy_ev=-9.09 energy_ha=-2111.2085 total_charge=0 smiles="COC[C@H](C)N.NC(N)=O.NC(N)=O.NC(N)=O.NC(N)=O.OCCO.OCCO.OCCO.OCCO" orbital_gap_ev=9.2
C -2.20 -4.24 2.26
C -1.16 -5.32 1.99
C -0.04 -4.89 1.06
O -0.58 -4.45 -0.16
C 0.41 -3.98 -1.04
N -0.60 -5.80 3.27
H -3.16 -4.76 2.34
H -2.34 -3.60 1.39
H -2.01 -3.67 3.16
H -1.64 -6.22 1.58
H 0.65 -5.73 0.94
H 0.48 -4.04 1.53
H 1.24 -4.70 -1.11
H 0.87 -3.06 -0.65
H -0.03 -3.70 -1.99
H -0.37 -5.03 3.89
H 0.25 -6.32 3.11
C 3.08 3.75 -0.60
C 3.28 3.25 -2.01
O 4.12 4.14 -2.73
O 2.24 2.79 0.11
H 2.61 4.74 -0.60
H 4.01 3.82 -0.03
H 2.35 3.00 -2.52
H 3.82 2.29 -1.96
H 3.59 4.89 -3.01
H 2.02 3.29 0.90
C -0.33 0.25 0.16
C -0.76 -0.52 1.39
O -1.21 0.37 2.43
O -0.01 -0.66 -0.87
H 0.43 1.01 0.36
H -1.14 0.87 -0.26
H 0.09 -1.07 1.79
H -1.63 -1.13 1.17
H -2.05 0.74 2.12
H 0.92 -0.86 -1.03
C -4.66 0.40 0.39
C -5.74 -0.64 0.25
O -7.04 -0.09 0.56
O -4.03 0.52 1.69
H -5.03 1.40 0.14
H -3.80 0.21 -0.26
H -5.59 -1.53 0.85
H -5.82 -0.90 -0.81
H -6.93 0.46 1.34
H -4.73 0.66 2.34
C -0.86 4.06 -0.93
C -0.80 5.25 -0.01
O -1.01 6.47 -0.71
O -2.20 3.89 -1.41
H -0.58 3.13 -0.44
H -0.23 4.37 -1.78
H 0.22 5.39 0.36
H -1.38 5.11 0.91
H -1.89 6.44 -1.09
H -2.25 3.14 -2.00
C 2.84 -0.38 -3.67
O 1.77 -0.91 -3.35
N 4.01 -0.94 -3.22
N 2.93 0.65 -4.54
H 4.90 -0.68 -3.61
H 3.94 -1.84 -2.79
H 3.75 1.00 -4.98
H 1.98 0.92 -4.83
C 3.34 -0.71 0.71
O 3.34 -0.16 1.80
N 2.96 -0.11 -0.44
N 3.73 -2.03 0.58
H 3.29 -0.44 -1.34
H 2.57 0.82 -0.34
H 3.84 -2.51 1.46
H 4.06 -2.41 -0.28
C -0.59 1.65 -4.44
O 0.48 1.76 -5.04
N -1.52 2.64 -4.47
N -0.88 0.59 -3.63
H -1.19 3.48 -4.92
H -2.39 2.55 -3.99
H -1.81 0.57 -3.26
H -0.17 -0.04 -3.29
C 0.04 -0.84 6.02
O -0.97 -0.84 6.70
N 0.08 -1.03 4.67
N 1.29 -0.83 6.61
H -0.81 -0.98 4.20
H 0.97 -0.98 4.21
H 2.10 -0.50 6.12
H 1.23 -0.64 7.60


17
Properties=species:S:1:pos:R:3 method="wB97M-V/def2-TZVPD" homo_energy_ev=-2.65 e_above_lowest_ev=1.392 energy_ha=-417.8315 total_charge=-1 smiles="NC(=O)NCCC[O-]" orbital_gap_ev=6.3
C -0.02 -0.60 0.61
C -1.01 0.40 -0.05
C -2.41 -0.23 -0.21
O -3.32 0.55 -0.77
N 1.18 -0.93 -0.16
C 2.19 -0.03 -0.41
N 2.16 1.10 0.39
O 3.08 -0.24 -1.23
H -0.54 -1.55 0.72
H 0.22 -0.31 1.63
H -0.61 0.70 -1.02
H -1.10 1.28 0.59
H -2.66 -0.60 0.84
H -2.19 -1.20 -0.76
H 1.02 -1.53 -0.95
H 2.76 1.84 0.06
H 1.24 1.35 0.72


20
Properties=species:S:1:pos:R:3 method="wB97M-V/def2-TZVPD" homo_energy_ev="-6.40 / -9.70" multiplicity=3 e_above_lowest_ev=0.805 energy_ha=-987.5546 total_charge=0 s2=2.02 orbital_gap_ev="6.6 / 6.5"
C 1.23 2.07 -1.55
C 0.83 1.18 -2.53
C 1.03 1.80 -0.21
C 0.20 0.00 -2.17
C 0.43 0.60 0.17
C 0.03 -0.28 -0.83
C -1.19 -1.27 2.75
C -0.11 -1.07 1.80
N 0.25 0.24 1.51
O -1.90 -0.37 3.16
O -2.36 -1.35 -0.41
O -0.47 -2.92 -0.59
S -0.97 -1.63 -0.21
H 1.70 3.00 -1.83
H 1.00 1.40 -3.57
H 1.33 2.50 0.55
H -0.15 -0.72 -2.90
H -1.35 -2.32 3.06
H 0.68 -1.80 1.74
H -0.22 0.93 2.08


81
Properties=species:S:1:pos:R:3 method="wB97M-V/def2-TZVPD" homo_energy_ev=-7.92 energy_ha=-5696.1005 total_charge=0 orbital_gap_ev=8.0
O 4.73 2.21 -0.98
P 4.25 1.26 0.36
Cl 5.76 -0.24 0.52
P 4.36 2.52 2.18
C 2.76 1.81 2.90
C 2.58 0.23 2.76
C 1.45 -0.19 1.70
F 1.13 0.81 0.79
F 0.25 -0.47 2.40
F 1.85 -1.31 0.94
P 4.62 3.99 3.85
S 6.35 3.75 4.76
H 5.08 1.57 -1.65
H 4.28 3.68 1.30
H 5.64 1.96 2.51
H 1.90 2.43 2.50
H 2.79 2.03 4.02
H 2.17 -0.13 3.77
H 3.55 -0.34 2.61
H 3.53 3.99 4.78
H 4.65 5.32 3.28
C 9.31 1.30 5.61
S 8.40 -0.21 5.22
O 7.03 0.20 4.78
C 8.27 -0.80 6.92
H 9.47 1.85 4.69
H 8.74 1.91 6.31
H 10.28 1.03 6.05
H 7.76 -0.06 7.53
H 9.27 -1.00 7.31
H 7.70 -1.73 6.92
C -1.74 1.49 -2.41
S -2.63 -0.03 -2.79
O -4.00 0.35 -3.24
C -2.75 -0.61 -1.09
H -1.59 2.04 -3.33
H -2.33 2.10 -1.72
H -0.77 1.25 -1.96
H -3.28 0.13 -0.48
H -1.75 -0.79 -0.69
H -3.31 -1.55 -1.08
C -6.19 2.01 -0.63
S -5.70 3.47 -1.58
O -5.16 4.47 -0.62
C -7.38 3.98 -2.01
H -5.29 1.54 -0.23
H -6.85 2.30 0.19
H -6.70 1.30 -1.29
H -7.96 4.15 -1.10
H -7.85 3.21 -2.62
H -7.32 4.91 -2.58
C -4.72 3.82 2.60
S -4.31 2.25 3.40
O -4.83 1.15 2.53
C -5.48 2.44 4.77
H -4.13 3.90 1.69
H -5.78 3.84 2.35
H -4.47 4.64 3.27
H -6.49 2.55 4.39
H -5.20 3.31 5.37
H -5.42 1.54 5.39
C -3.15 -2.18 -5.73
S -2.54 -3.85 -5.47
O -1.46 -4.10 -6.48
C -4.02 -4.70 -6.05
H -2.37 -1.47 -5.47
H -3.43 -2.05 -6.78
H -4.02 -2.01 -5.09
H -4.24 -4.40 -7.07
H -4.86 -4.44 -5.40
H -3.85 -5.77 -6.00
C 2.31 -6.96 -4.06
S 0.63 -7.04 -4.71
O 0.35 -8.47 -5.04
C 0.99 -6.19 -6.26
H 2.33 -7.48 -3.10
H 3.00 -7.45 -4.75
H 2.60 -5.92 -3.92
H 1.77 -6.73 -6.81
H 1.32 -5.17 -6.05
H 0.08 -6.15 -6.86


46
Properties=species:S:1:pos:R:3 method="wB97M-V/def2-TZVPD" homo_energy_ev="-12.70 / -15.22" multiplicity=5 energy_ha=-3471.9921 total_charge=+2 s2=6.03 orbital_gap_ev="6.5 / 5.5"
Pd 0.58 0.86 -0.12
C 2.47 -2.14 -3.12
C 1.38 -1.88 -2.14
C 0.27 -2.84 -1.97
O 1.74 -1.25 -0.96
C -0.01 -0.12 -3.19
O 0.22 -0.27 -4.31
O -0.47 0.26 -2.17
H 3.03 -3.04 -2.83
H 3.18 -1.30 -3.17
H 2.07 -2.30 -4.11
H 0.64 -3.73 -1.44
H -0.12 -3.16 -2.93
H -0.55 -2.43 -1.37
H 2.69 -1.03 -0.96
C -1.84 3.95 3.70
N -1.78 3.39 2.35
C -2.61 4.05 1.34
C -1.12 2.28 2.00
N -1.11 1.78 0.79
N -0.49 1.59 3.03
C 0.29 0.45 2.94
N 0.48 -0.18 4.11
N 0.79 0.05 1.82
H -1.80 5.03 3.63
H -0.98 3.66 4.30
H -2.76 3.66 4.21
H -3.01 4.96 1.78
H -3.45 3.42 1.04
H -2.02 4.33 0.47
H -1.63 2.35 0.13
H -0.76 1.85 3.96
H 0.00 0.08 4.95
H 1.08 -0.98 4.16
H 1.32 -0.81 1.89
Cl 3.89 0.72 0.08
C 3.30 2.02 -0.88
C 1.90 2.19 -1.01
C 1.44 3.29 -1.82
Cl -0.24 3.56 -1.96
C 2.29 4.14 -2.47
Cl 1.74 5.44 -3.42
C 3.69 3.93 -2.33
Cl 4.77 4.93 -3.10
C 4.20 2.83 -1.52
Cl 5.86 2.61 -1.41


10
Properties=species:S:1:pos:R:3 method="wB97M-V/def2-TZVPD" homo_energy_ev=-8.70 e_above_lowest_ev=0.000 energy_ha=-1191.0182 total_charge=0 smiles="C/C=P/OSI" orbital_gap_ev=8.1
C -1.09 -0.96 0.83
C 0.18 -0.76 -0.01
O -3.34 -0.49 2.01
P -2.56 -0.22 0.52
S -3.11 -1.54 3.26
I -1.67 -0.22 4.61
H -0.99 -1.59 1.65
H 0.52 -1.89 -0.23
H 0.78 -0.27 0.75
H 0.21 -0.33 -1.06


47
Properties=species:S:1:pos:R:3 method="wB97M-V/def2-TZVPD" homo_energy_ev=-7.34 e_above_lowest_ev=17.110 energy_ha=-848.4984 total_charge=0 orbital_gap_ev=7.6
C 7.53 0.55 0.05
C 6.30 0.47 -0.77
C 5.23 -0.12 0.05
C 3.79 -0.32 -0.68
C 2.69 -1.17 0.04
C 1.28 -1.15 -0.50
C 0.16 -1.91 0.42
H -0.59 -2.05 -0.55
H 0.61 -2.68 0.58
C -0.28 -0.97 1.38
C -1.18 0.42 0.86
N -0.66 1.45 0.58
C -1.25 2.26 -0.05
H -1.04 2.46 -0.98
C -2.80 2.46 0.15
C -3.39 1.05 0.30
C -2.47 -0.14 0.52
N -3.25 -1.20 0.46
C -4.40 -0.74 -0.04
C -5.62 -1.64 -0.08
C -6.83 -1.10 -0.63
C -7.03 0.39 -0.51
C -5.84 1.24 -0.39
C -4.67 0.61 0.07
H -5.94 2.37 -0.79
H -7.79 0.73 -0.94
H -7.64 -1.90 -0.72
H -5.46 -2.60 -0.14
H -2.93 -2.11 0.63
H -2.99 2.84 1.35
H -3.25 3.25 -0.51
H -0.84 3.34 0.30
H -0.92 -1.49 2.06
H 0.48 -0.65 1.96
H 1.45 -1.66 -1.49
H 1.03 0.15 -0.74
H 3.03 -1.99 0.27
H 2.54 -0.42 1.39
H 3.85 -0.79 -1.58
H 3.28 0.85 -0.80
H 5.49 -1.30 0.48
H 4.81 0.40 1.25
H 6.17 -0.10 -1.68
H 5.76 1.35 -0.98
H 8.12 1.11 -0.72
H 8.00 -0.52 0.18
H 7.46 0.99 0.94